No. 1
Molecular formula: CH4N4
Method: DFT, ωB97M-V/def2-TZVPD

Last column: natural (NBO) charge in e.
Cartesian coordinates (Å):
H  0.114  -2.175  0.283  0.39
C  0.109  1.287  -0.127  -0.07
N  1.251  0.749  0.144  -0.29
N  1.355  -0.521  0.032  -0.01
H  -1.667  -1.034  0.434  0.32
N  -1.049  -0.601  -0.144  -0.57
H  -0.282  1.253  -1.155  0.21
N  0.189  -1.179  0.002  -0.18
H  -0.021  2.221  0.531  0.20

Forces on atoms 1 to 2 (eV/Å):
1.3 1.1 -0.2
-1.5 3.0 0.0

Output
Charge = 0
HOMO energy (alpha / beta) = -8.4 / -8.4 eV
HOMO-LUMO gap (alpha / beta) = 8.87 / 8.87 eV
Relative energy (zero: lowest compared OMol25 entry of this formula, charge and spin) = 136.6 kcal per mole
E_tot = -7057.0616 eV
Lowest unoccupied orbital energy (alpha / beta) = 0.5 / 0.5 eV

=====

No. 2
Molecular formula: C9H14O
Method: DFT, ωB97M-V/def2-TZVPD

Last column: natural (NBO) charge in e.
Cartesian coordinates (Å):
H  1.084  -2.900  1.542  0.21
H  -0.843  -1.160  -0.100  0.21
O  0.016  1.409  -3.372  -0.67
C  0.804  -2.522  0.573  -0.63
C  0.082  1.418  -2.031  0.30
H  1.799  0.152  0.675  0.22
H  -0.235  1.505  2.856  0.22
C  -0.308  0.704  2.099  -0.65
C  -0.912  2.165  -1.319  -0.25
C  -0.865  2.100  0.053  -0.20
H  0.191  -0.227  2.310  0.22
C  -0.708  -2.087  0.451  -0.62
H  0.570  0.778  -3.808  0.48
H  1.733  0.096  -1.890  0.21
C  1.053  0.728  -1.338  -0.31
H  1.310  -1.695  0.115  0.21
H  -1.079  -1.880  1.451  0.20
C  1.114  0.715  0.064  -0.19
H  -1.179  -2.948  -0.019  0.21
C  0.018  1.250  0.741  -0.04
H  -1.388  0.597  2.256  0.22
H  0.977  -3.426  -0.031  0.20
H  -1.529  2.799  -1.939  0.23
H  -1.706  2.429  0.659  0.21

Forces on atoms 1 to 2 (eV/Å):
0.3 0.8 0.7
0.1 -0.2 -0.4

Output
SMILES = Cc1ccc(O)cc1.CC
Charge = 0
HOMO energy = -8.1 eV
HOMO-LUMO gap = 8.97 eV
Relative energy (zero: lowest compared OMol25 entry of this formula, charge and spin) = 30.4 kcal per mole
E_tot = -11606.3188 eV
Lowest unoccupied orbital energy = 0.8 eV

=====

No. 3
Molecular formula: C3H5N3OS
Method: DFT, ωB97M-V/def2-TZVPD

Last column: natural (NBO) charge in e.
Cartesian coordinates (Å):
N  -3.003  0.152  -0.185  -0.68
S  1.142  1.261  -0.030  0.38
N  -2.056  -0.848  -0.110  -0.31
C  -0.864  -0.410  0.082  0.38
H  -3.044  0.609  0.761  0.35
O  2.735  -0.883  -0.178  -0.52
N  -0.557  0.958  0.226  -0.78
H  -3.885  -0.304  -0.400  0.37
C  1.609  -0.490  -0.015  0.44
H  0.406  -1.627  1.223  0.27
H  0.255  -2.159  -0.461  0.28
H  -1.170  1.561  -0.337  0.42
C  0.354  -1.270  0.200  -0.58

Forces on atoms 1 to 2 (eV/Å):
-0.6 1.1 1.0
0.0 -0.3 0.1

Output
SMILES = N/N=C1/CC(=O)SN1
Charge = 0
HOMO energy = -8.5 eV
HOMO-LUMO gap = 9.05 eV
Relative energy (zero: lowest compared OMol25 entry of this formula, charge and spin) = 42.2 kcal per mole
E_tot = -20543.8312 eV
Lowest unoccupied orbital energy = 0.5 eV

=====

No. 4
Molecular formula: C27H36O27
Method: DFT, ωB97M-V/def2-TZVPD

Last column: Mulliken charge in e.
Cartesian coordinates (Å):
C  -1.064  0.632  1.327  0.40
O  4.114  0.591  0.502  -0.28
C  -4.350  3.336  1.952  0.11
C  -1.187  -0.992  -0.225  0.59
H  0.862  6.282  -0.928  0.30
C  -0.119  5.724  -2.684  -0.29
O  1.214  -3.072  2.905  -0.33
H  2.961  1.530  5.628  0.28
O  -1.346  5.016  -2.452  -0.39
H  -4.236  3.423  3.063  0.21
C  -1.697  -0.576  1.993  -0.03
H  0.331  5.270  -3.624  0.18
O  2.150  3.483  -4.234  -0.52
O  2.394  1.402  -4.933  -0.36
C  2.153  0.148  -4.316  -0.31
C  1.931  2.335  -4.130  0.55
H  2.885  -0.099  -0.962  -0.16
O  -1.023  0.303  -0.058  -0.23
H  -4.917  -3.861  -4.396  0.26
O  -6.576  3.747  1.638  -0.34
H  -4.234  -3.928  -2.784  0.28
H  -1.041  -0.878  2.847  0.09
H  4.569  0.533  -1.438  0.17
H  1.722  -3.726  -2.060  0.23
O  1.901  -4.828  -0.337  -0.36
H  -0.768  -3.904  -0.333  0.22
H  -3.363  3.400  1.487  -0.01
H  -2.514  -2.314  -3.422  -0.27
O  4.068  2.002  2.275  -0.55
O  -5.552  -0.076  -3.586  -0.53
H  -5.274  5.288  1.946  0.33
C  -6.390  2.437  1.627  0.63
C  -4.941  -1.071  -3.692  0.66
H  3.298  -5.506  3.086  0.30
H  4.692  0.413  4.333  0.41
H  2.158  1.464  3.983  0.20
H  1.364  -2.811  -0.607  -0.22
C  1.252  -3.772  -1.070  0.49
H  -1.592  1.585  1.360  -0.11
O  -3.834  -1.144  -4.347  -0.34
H  0.024  0.244  -3.879  0.26
C  3.040  2.109  -0.936  -0.05
C  -5.308  4.357  1.376  -0.37
H  -2.720  -0.430  2.331  0.31
C  3.624  0.671  -0.841  0.40
O  -1.122  -1.609  -1.212  -0.52
C  1.018  -5.908  -0.310  0.55
C  2.970  -4.482  3.405  -0.34
O  -0.032  -5.720  -1.101  -0.37
O  -7.193  1.551  1.583  -0.55
H  -0.032  0.905  1.653  -0.07
C  -4.473  -3.233  -3.623  -0.27
C  2.262  -2.734  2.180  0.88
O  -5.321  -2.256  -3.164  -0.33
C  -0.200  -4.260  -1.175  -0.09
O  -0.065  4.466  -0.782  -0.32
H  -5.198  4.507  0.295  0.28
C  1.506  -4.273  3.663  -0.40
C  3.694  -0.026  4.328  0.31
O  -5.067  2.162  1.693  -0.26
H  -0.728  -4.026  -2.123  0.09
H  -2.830  -2.672  -5.115  0.35
O  -1.688  -1.548  0.919  -0.43
C  -1.294  4.419  -1.271  0.71
C  2.617  0.890  4.833  -0.29
C  2.227  -1.112  5.727  0.70
O  1.253  -6.910  0.299  -0.55
C  1.000  0.399  -3.434  0.31
O  1.636  0.044  5.357  -0.37
H  -0.326  6.798  -2.788  0.29
H  0.958  -0.248  -2.557  -0.30
H  3.016  -0.086  -3.710  0.27
C  0.742  5.337  -1.497  0.00
O  3.483  2.743  0.304  -0.38
H  1.253  -3.955  4.703  0.28
O  1.691  -2.015  6.234  -0.54
H  1.959  1.956  -0.929  0.06
H  0.977  -5.140  3.293  0.35
H  3.549  -4.150  4.235  0.28
C  3.849  1.764  1.143  0.50
H  3.385  2.767  -1.748  0.28
H  1.951  -0.556  -5.169  0.29
C  -3.250  -2.428  -4.165  0.24
O  3.495  -1.094  5.254  -0.41
O  1.184  1.820  -3.134  -0.15
O  -2.232  4.020  -0.714  -0.52
O  2.246  -1.770  1.469  -0.82
H  3.536  -0.357  3.302  -0.25
H  1.676  4.848  -1.784  0.05
O  3.258  -3.568  2.246  -0.35

Forces on atoms 1 to 2 (eV/Å):
0.7 1.7 -0.1
-1.0 0.8 0.8

Output
SMILES = O=C1OCCO1.O=C1OCCO1.O=C1OCCO1.O=C1OCCO1.O=C1OCCO1.O=C1OCCO1.O=C1OCCO1.O=C1OCCO1.O=C1OCCO1
Charge = 0
HOMO energy = -10.7 eV
HOMO-LUMO gap = 10.70 eV
Relative energy (zero: lowest compared OMol25 entry of this formula, charge and spin) = 39.9 kcal per mole
E_tot = -83864.6550 eV
Lowest unoccupied orbital energy = 0.0 eV

=====

No. 5
Molecular formula: C6H25NO5
Method: DFT, ωB97M-V/def2-TZVPD

Last column: natural (NBO) charge in e.
Cartesian coordinates (Å):
N  0.534  1.571  0.453  -0.68
C  -1.268  -1.083  0.360  -0.42
H  0.391  -1.478  -0.999  0.19
H  1.128  -0.750  3.191  0.47
H  -1.791  -2.934  1.569  0.21
H  2.487  0.115  -0.940  0.19
H  -2.087  -0.888  -2.815  0.48
H  0.881  1.119  1.288  0.38
O  3.118  -2.154  -0.412  -0.94
H  2.045  1.558  -1.730  0.21
C  0.185  -0.863  -0.122  -0.40
O  -2.394  2.113  1.142  -0.99
C  0.398  0.584  -0.644  -0.05
H  1.328  3.370  1.129  0.20
H  -1.627  -1.492  2.502  0.21
H  2.344  2.648  -0.066  0.17
H  -0.188  -2.320  1.814  0.19
H  3.403  -1.564  -1.118  0.48
C  1.292  2.781  0.221  -0.41
H  -1.795  -0.174  0.590  0.23
C  1.666  0.557  -1.507  -0.63
H  2.466  -2.749  -0.794  0.47
O  -3.373  0.867  -1.039  -0.97
C  -1.215  -2.005  1.627  -0.61
H  -3.662  0.027  -0.667  0.46
H  -3.314  1.426  -0.243  0.50
H  -0.462  0.875  -1.240  0.20
H  2.434  -1.101  2.548  0.48
H  -2.273  2.825  1.782  0.48
H  -1.777  -1.689  -0.382  0.19
H  0.936  -1.088  0.631  0.21
O  -1.592  -1.228  -3.574  -0.94
H  0.840  3.357  -0.589  0.19
H  -1.503  2.065  0.738  0.51
H  1.555  0.013  -2.440  0.21
O  1.973  -0.343  2.959  -0.94
H  -1.085  -1.966  -3.222  0.46

Forces on atoms 1 to 2 (eV/Å):
-0.7 -0.6 0.4
1.2 -2.1 1.1

Output
SMILES = CCC[C@H](C)NC.O.O.O.O.O
Charge = 0
HOMO energy = -9.0 eV
HOMO-LUMO gap = 9.39 eV
Relative energy (zero: lowest compared OMol25 entry of this formula, charge and spin) = 32.9 kcal per mole
E_tot = -18354.8505 eV
Lowest unoccupied orbital energy = 0.4 eV

=====

No. 6
Molecular formula: C17H30ClI2LaN2OP2
Method: DFT, ωB97M-V/def2-TZVPD

Last column: Mulliken charge in e.
Cartesian coordinates (Å):
H  -3.265  1.052  1.627  0.40
H  -3.446  -2.725  0.951  0.47
H  5.519  -2.489  3.771  0.34
N  2.737  0.448  3.809  0.53
H  4.245  -3.534  3.036  0.34
I  -0.794  2.548  0.593  -0.29
C  4.444  -2.761  3.809  -1.53
C  2.701  -1.395  2.538  -0.14
P  -1.888  -0.887  1.153  0.06
P  1.628  0.846  -1.521  0.03
O  1.324  0.420  2.011  -0.57
H  3.643  0.347  -0.287  0.35
C  1.892  4.419  5.142  -0.44
H  -0.783  -1.840  3.076  0.35
H  1.834  2.561  -3.214  0.47
H  2.616  0.256  -3.647  0.47
C  2.038  -0.285  -2.891  -1.22
Cl  -1.416  -0.123  -1.946  -0.46
H  4.169  0.613  6.132  0.67
C  -1.617  -1.146  2.940  -1.00
H  4.206  -3.188  4.805  0.35
H  -3.551  0.404  0.000  0.38
C  2.453  1.793  4.279  0.24
H  1.115  3.209  -1.703  0.39
H  2.508  -2.131  1.795  -0.08
C  1.148  2.321  4.191  0.12
H  -1.362  -0.190  3.406  0.21
H  -4.248  -0.435  1.424  0.47
H  1.103  -0.651  -3.322  0.37
H  0.332  1.727  3.805  0.36
C  3.192  3.921  5.220  -0.82
H  4.500  2.286  4.833  0.67
H  -1.747  -3.281  0.798  0.39
H  3.987  4.546  5.606  0.40
H  5.492  -0.308  5.297  0.33
H  0.124  2.219  -2.792  0.38
N  3.608  -0.426  4.327  -0.07
C  3.233  1.250  -0.749  -1.15
H  3.939  1.631  -1.493  0.49
H  -2.513  -1.556  3.415  0.49
C  0.871  3.620  4.625  -0.93
C  4.411  -0.290  5.549  -1.21
C  3.474  2.621  4.790  -0.19
H  -2.523  -2.444  -0.561  0.38
I  0.978  -2.532  -0.342  -0.37
H  1.676  5.426  5.475  0.41
La  0.000  0.000  0.000  2.79
C  1.131  2.367  -2.396  -1.24
H  3.077  2.006  0.026  0.33
C  -3.393  0.137  1.048  -1.26
H  -0.137  4.008  4.561  0.42
H  4.187  -1.138  6.229  0.33
C  2.161  -0.140  2.713  0.57
H  2.608  -1.136  -2.516  0.39
C  3.606  -1.542  3.564  0.05
C  -2.461  -2.502  0.528  -1.20

Forces on atoms 1 to 2 (eV/Å):
0.0 -0.1 0.0
0.1 0.3 0.1

Output
Charge = +2
HOMO energy (alpha / beta) = -13.6 / -13.6 eV
HOMO-LUMO gap (alpha / beta) = 3.54 / 3.54 eV
Relative energy (zero: lowest compared OMol25 entry of this formula, charge and spin) = 148.4 kcal per mole
E_tot = -71286.6201 eV
Lowest unoccupied orbital energy (alpha / beta) = -10.1 / -10.1 eV

=====

No. 7
Molecular formula: C28H52AuBN8
Method: DFT, ωB97M-V/def2-TZVPD

Last column: Mulliken charge in e.
Cartesian coordinates (Å):
H  1.661  4.466  -2.493  0.38
C  -1.890  3.241  2.120  -1.93
H  -3.280  -0.932  -1.227  0.34
C  1.518  -3.257  0.104  0.36
C  -2.124  -0.933  2.319  -0.38
H  2.356  -0.784  5.026  0.46
H  3.011  -1.127  1.229  -0.10
H  -2.031  -3.022  0.446  0.15
N  1.200  -1.936  0.142  0.62
H  -1.307  -0.788  -2.972  0.30
H  0.564  4.413  -1.106  0.20
H  3.413  -3.525  1.087  0.26
H  4.764  -0.554  -0.733  0.30
C  2.395  -3.918  1.123  -1.46
H  0.133  5.099  2.181  0.54
H  -3.312  -3.323  -0.706  0.62
C  3.192  0.903  -0.858  0.50
H  3.429  -0.722  3.626  0.28
H  -2.457  -3.142  -2.949  0.26
H  5.290  1.092  -1.108  0.43
H  0.531  3.799  1.039  0.04
H  0.867  1.469  4.863  0.62
H  -3.144  0.110  0.838  0.58
C  0.790  1.129  3.841  -0.99
H  -1.025  -1.388  -4.602  0.54
B  1.949  -0.753  0.821  -0.63
C  0.521  2.456  -3.974  -1.48
C  0.654  4.194  -2.174  -1.48
H  -1.921  -1.729  -1.597  -0.83
C  -2.911  -2.575  -0.022  -0.37
N  -2.468  -1.392  -0.817  -0.11
C  0.940  -3.787  -1.022  -1.46
C  1.452  0.029  3.290  0.31
C  -3.955  -2.202  1.025  -1.17
H  -2.345  1.113  1.862  -0.14
H  -4.613  -3.053  1.187  0.42
H  0.261  3.722  4.775  0.39
H  -0.054  4.829  -2.714  0.47
C  2.746  1.851  -1.767  -1.18
H  -4.159  -1.265  2.961  0.35
H  2.170  -1.952  3.709  0.16
N  2.113  0.348  -0.270  0.94
C  0.460  4.060  2.100  -1.39
C  0.089  1.747  2.818  -0.32
Au  -0.701  0.399  0.060  1.34
H  -3.119  -2.674  2.966  0.42
H  0.968  -4.391  -3.816  0.43
H  2.439  -4.987  0.928  0.44
H  -1.856  -0.536  3.297  0.34
H  1.770  -2.811  -3.847  0.33
H  -4.608  -1.422  0.612  0.44
C  0.359  2.719  -2.471  2.38
C  -1.522  -3.657  -3.201  -1.47
H  -1.319  2.918  4.861  0.44
C  -0.595  -1.334  -3.600  -1.32
H  0.529  -3.207  -5.051  0.50
H  -2.208  4.284  2.099  0.63
H  4.809  0.669  0.539  0.28
N  1.015  0.953  -0.785  1.31
H  -2.677  2.697  2.662  0.45
H  -1.838  2.914  1.074  0.09
H  -1.245  2.623  -0.990  -0.03
C  0.819  -3.325  -4.004  -1.82
H  1.048  -4.804  -1.370  0.59
H  2.018  -3.772  2.136  0.19
C  -0.703  3.608  4.276  -2.02
C  -3.384  -1.784  2.393  -0.87
H  1.538  2.678  -4.303  0.36
C  1.354  1.860  -1.710  -0.94
H  1.458  3.979  2.537  0.36
H  -1.634  -4.011  -4.229  0.51
C  -0.537  3.139  2.831  2.47
C  4.592  0.502  -0.518  -1.48
C  2.403  -0.915  3.947  -1.38
H  -1.785  3.030  -2.612  0.61
H  -1.194  4.583  4.283  0.42
H  0.320  -0.739  -3.649  0.24
H  3.365  2.469  -2.401  0.63
H  -1.343  1.357  -2.286  0.02
N  -2.285  0.228  1.366  -0.63
N  0.325  1.028  1.695  -0.32
H  -0.163  3.097  -4.537  0.48
H  -1.281  -1.534  1.978  0.09
H  -1.428  -4.534  -2.557  0.32
C  -0.283  -2.746  -3.098  1.74
N  0.448  -1.616  -0.954  0.10
C  -1.083  2.405  -2.059  -1.39
N  1.146  -0.042  1.992  0.86
C  0.292  -2.726  -1.680  0.18
H  0.299  1.417  -4.226  0.21

Forces on atoms 1 to 2 (eV/Å):
-0.1 0.0 0.0
-0.1 -0.1 0.1

Output
Charge = +2
HOMO energy = -14.1 eV
HOMO-LUMO gap = 5.83 eV
Relative energy (zero: lowest compared OMol25 entry of this formula, charge and spin) = 8.9 kcal per mole
E_tot = -46156.2560 eV
Lowest unoccupied orbital energy = -8.3 eV

=====

No. 8
Molecular formula: C3H6BrN2P2
Method: DFT, ωB97M-V/def2-TZVPD

Last column: natural (NBO) charge in e.
Cartesian coordinates (Å):
P  0.643  1.225  -1.108  1.09
H  -2.786  -1.455  -0.638  -0.01
H  -1.438  -2.268  -1.700  -0.04
H  1.805  1.533  -1.950  0.09
H  -0.530  -1.215  1.852  0.27
N  -0.605  -0.825  -0.303  -0.56
Br  1.235  0.583  3.203  0.14
N  1.263  1.316  0.525  -0.89
P  -1.644  -2.269  -0.451  0.62
C  -0.120  -0.378  -1.433  -0.17
H  -0.374  2.153  -1.205  0.04
C  -0.340  -0.419  1.033  -0.23
C  0.730  0.330  1.314  0.18
H  2.162  1.691  0.860  0.46

Forces on atoms 1 to 2 (eV/Å):
2.5 -0.2 0.8
-0.2 -0.2 0.3

Output
SMILES = P[N+]1=C=[PH2]NC(Br)=C1
Charge = +1
HOMO energy = -13.4 eV
HOMO-LUMO gap = 8.39 eV
Relative energy (zero: lowest compared OMol25 entry of this formula, charge and spin) = 74.9 kcal per mole
E_tot = -94797.1116 eV
Lowest unoccupied orbital energy = -5.0 eV